*A*
The following is a quantum chemistry calculation of C3H4CuO3 as an isolated structure, from OMol25.

Each line ends with the natural charge from an NBO analysis.
Atoms and positions in Å:
1 C 0.67 0.92 -1.62  -0.48
2 C 0.89 -0.30 -1.13  0.35
3 O 0.21 -0.84 -0.09  -0.57
4 C 0.73 -1.90 0.53  0.45
5 O 0.02 -1.99 1.63  -0.72
6 Cu -1.25 0.05 1.60  0.84
7 H 1.50 1.48 -2.06  0.23
8 H -0.36 1.20 -1.88  0.23
9 H 0.25 -2.80 2.11  0.53
10 O -1.12 1.92 0.84  -1.31
11 H -1.56 2.26 0.06  0.44

Computed properties:
**LUMO energy (alpha / beta)**: -0.4 / -0.8 eV
**2S+1**: 2

*B*
The following is a quantum chemistry calculation of C3H4CuO3 as an isolated structure, from OMol25.

Each line ends with the natural charge from an NBO analysis.
Atoms and positions in Å:
1 O -0.84 1.40 0.36  -0.72
2 C -1.88 0.65 0.07  0.90
3 O -3.01 1.10 -0.14  -0.62
4 C 2.45 -0.83 0.52  -0.47
5 C 1.78 -1.86 -0.02  -0.41
6 O -1.56 -0.62 -0.08  -0.72
7 Cu 0.14 -0.18 0.57  1.11
8 H 2.68 -0.81 1.59  0.23
9 H 2.88 -0.04 -0.10  0.23
10 H 1.56 -1.99 -1.09  0.24
11 H 1.49 -2.71 0.61  0.23

Computed properties:
**LUMO energy (alpha / beta)**: -0.5 / -2.4 eV
**2S+1**: 2

*C*
The following is a quantum chemistry calculation of C3H4CuO3 as an isolated structure, from OMol25.

Each line ends with the natural charge from an NBO analysis.
Atoms and positions in Å:
1 O 2.79 1.49 -0.07  -0.56
2 C 3.73 1.87 0.56  1.02
3 O 4.43 2.74 0.92  -0.47
4 H -0.54 -1.41 2.85  0.31
5 C 0.46 -0.38 2.23  0.26
6 C -1.00 -0.56 1.92  -0.71
7 O 1.37 -1.11 1.63  -0.68
8 H 0.74 0.54 2.78  0.15
9 H -1.77 -0.22 2.62  0.22
10 H -1.29 -0.16 0.94  0.27
11 Cu 2.20 -0.75 -0.30  0.18

Computed properties:
**LUMO energy (alpha / beta)**: -0.8 / -0.7 eV
**2S+1**: 2

*B* is preferred energetically. Next in line: 0.1528 hartree higher.

*A*
The following is a quantum chemistry calculation of one molecule with the formula C21H24N4O4S2, from OMol25.

Each line ends with the natural charge from an NBO analysis.
Atoms and positions in Å:
1 C -2.09 2.03 2.68  -0.61
2 C -3.23 1.22 2.08  -0.39
3 C -2.76 -0.11 1.48  -0.41
4 C -1.99 0.07 0.18  -0.07
5 O -1.56 -1.20 -0.25  -0.52
6 C -0.93 -1.31 -1.45  0.40
7 C -0.48 -2.58 -1.80  -0.24
8 C 0.12 -2.80 -3.02  -0.19
9 C 0.30 -1.75 -3.92  -0.20
10 C -0.12 -0.48 -3.56  -0.13
11 C 0.01 0.65 -4.53  0.67
12 O -0.30 0.57 -5.70  -0.57
13 N 0.43 1.85 -4.00  -0.65
14 C 1.04 2.04 -2.76  0.28
15 C 0.68 3.13 -1.97  -0.29
16 C 1.22 3.26 -0.70  -0.15
17 C 2.13 2.32 -0.26  -0.38
18 S 2.68 2.39 1.43  2.32
19 O 2.56 3.71 1.97  -0.93
20 O 3.90 1.68 1.61  -0.90
21 N 1.41 1.53 2.21  -0.86
22 C 1.25 0.21 1.98  0.23
23 N 1.63 -0.39 0.91  -0.34
24 N 1.33 -1.68 0.88  -0.25
25 C 0.71 -2.12 1.91  0.09
26 C 0.23 -3.51 2.10  -0.46
27 C 0.68 -4.10 3.43  -0.60
28 S 0.44 -0.86 3.13  0.28
29 C 2.56 1.28 -1.06  -0.11
30 C 2.01 1.14 -2.32  -0.27
31 C -0.74 -0.26 -2.33  -0.31
32 H -1.60 1.46 3.47  0.19
33 H -2.48 2.95 3.12  0.22
34 H -1.36 2.30 1.93  0.20
35 H -3.73 1.80 1.31  0.20
36 H -3.96 1.01 2.86  0.21
37 H -2.13 -0.63 2.20  0.21
38 H -3.62 -0.75 1.28  0.21
39 H -1.13 0.73 0.32  0.18
40 H -2.66 0.52 -0.57  0.17
41 H -0.63 -3.39 -1.10  0.22
42 H 0.46 -3.79 -3.28  0.22
43 H 0.75 -1.91 -4.88  0.23
44 H 0.26 2.66 -4.58  0.41
45 H -0.04 3.85 -2.33  0.22
46 H 0.94 4.07 -0.04  0.24
47 H 1.14 1.90 3.10  0.43
48 H -0.86 -3.51 2.04  0.22
49 H 0.62 -4.10 1.27  0.24
50 H 1.76 -4.11 3.50  0.21
51 H 0.32 -5.12 3.53  0.22
52 H 0.29 -3.51 4.26  0.20
53 H 3.31 0.61 -0.69  0.26
54 H 2.31 0.33 -2.95  0.23
55 H -1.08 0.74 -2.09  0.22

Computed properties:
**SMILES**: CCCCOc1cccc(C(=O)Nc2ccc(S(=O)(=O)Nc3nnc(CC)s3)cc2)c1
**LUMO energy**: 0.2 eV

*B*
The following is a quantum chemistry calculation of C21H24N4O4S2 as an isolated structure, from OMol25.

Each line ends with the natural charge from an NBO analysis.
Atoms and positions in Å:
1 C 2.17 2.21 -1.32  -0.62
2 C 1.56 1.23 -2.34  -0.23
3 N 1.20 0.09 -1.71  -0.58
4 C -0.03 -0.16 -0.99  0.24
5 S -1.15 0.94 -0.97  -0.02
6 N -0.39 -1.40 -0.30  -0.44
7 C -1.61 -1.53 0.64  -0.08
8 C -1.49 -0.61 1.67  -0.53
9 C -2.92 -0.01 1.84  0.70
10 O -3.29 0.41 2.92  -0.59
11 N -3.57 0.03 0.75  -0.48
12 C -2.88 -0.76 -0.33  0.71
13 O -3.13 -1.35 -1.44  -0.60
14 C -4.76 0.50 0.49  0.04
15 C -5.04 1.70 0.72  -0.17
16 C -6.34 2.24 0.71  -0.20
17 C -7.21 1.38 -0.03  -0.18
18 C -7.01 0.19 -0.40  -0.26
19 C -5.64 -0.22 -0.27  -0.15
20 H -5.56 -1.29 -0.40  0.22
21 H -7.77 -0.33 -1.09  0.24
22 H -8.32 2.08 -0.13  0.19
23 H -6.48 3.41 0.95  0.24
24 H -4.33 2.34 1.53  0.22
25 H -1.23 -1.07 2.42  0.22
26 H -0.68 0.22 1.72  0.27
27 H -1.70 -2.65 0.66  0.25
28 C 0.40 -2.38 -0.69  -0.16
29 H 0.78 -2.48 -1.51  0.19
30 H -0.34 -3.38 -0.67  0.17
31 C 1.40 -2.80 0.38  -0.46
32 C 2.48 -1.94 0.37  -0.05
33 C 3.63 -2.00 -0.35  -0.23
34 C 4.61 -1.24 -0.35  -0.23
35 C 4.53 -0.14 0.57  -0.20
36 C 3.54 0.28 1.47  -0.18
37 C 2.50 -0.85 1.22  -0.15
38 H 1.63 -0.74 2.34  0.19
39 H 3.48 0.94 2.14  0.23
40 S 5.80 1.22 0.72  2.05
41 O 7.19 0.37 0.33  -0.91
42 O 5.77 1.84 2.13  -0.86
43 N 5.33 2.14 -0.53  -1.03
44 H 5.18 2.95 -0.14  0.38
45 H 6.01 2.32 -1.37  0.44
46 H 5.65 -1.27 -0.98  0.29
47 H 3.72 -2.97 -1.02  0.21
48 H 1.01 -3.10 1.44  0.24
49 H 1.81 -3.81 0.10  0.22
50 H 1.68 -0.56 -1.45  0.36
51 H 2.07 1.04 -3.24  0.21
52 H 0.51 1.74 -2.76  0.22
53 H 2.53 3.19 -2.04  0.20
54 H 3.12 1.70 -0.94  0.21
55 H 1.59 2.37 -0.45  0.22

Computed properties:
**LUMO energy**: 0.0 eV

*A* is preferred energetically. Next in line: 0.6505 hartree higher.

*A*
The following is a quantum chemistry calculation of a 2-piece molecular cluster, C6H13NO overall, from OMol25.

Each line ends with the natural charge from an NBO analysis.
Atoms and positions in Å:
1 C 2.63 -1.00 -2.20  -0.03
2 N 2.12 -0.38 -1.24  -0.40
3 C 0.77 0.03 -1.32  0.15
4 C 0.28 0.65 -2.39  -0.45
5 C -0.05 -0.11 -0.07  -0.45
6 C -1.23 -1.11 -0.19  -0.40
7 C -2.60 -0.64 0.25  -0.62
8 H 3.67 -1.30 -2.19  0.17
9 H 2.09 -1.28 -3.11  0.14
10 H 0.84 0.76 -3.31  0.20
11 H -0.72 1.09 -2.37  0.20
12 H -0.39 0.86 0.26  0.22
13 H 0.54 -0.45 0.78  0.22
14 H -0.90 -2.02 0.29  0.20
15 H -1.31 -1.37 -1.25  0.20
16 H -3.18 -0.20 -0.56  0.21
17 H -3.10 -1.46 0.76  0.21
18 H -2.56 0.05 1.11  0.20
19 O 0.81 2.36 5.78  -0.93
20 H 1.58 2.82 6.11  0.47
21 H 0.71 2.71 4.89  0.47

Computed properties:
**SMILES**: C=NC(=C)CCC.O
**LUMO energy**: 0.8 eV

*B*
The following is a quantum chemistry calculation of a 2-piece molecular cluster, C6H13NO overall, from OMol25.

Each line ends with the natural charge from an NBO analysis.
Atoms and positions in Å:
1 C 1.64 1.45 -0.30  -0.37
2 C 0.41 0.97 -0.09  -0.21
3 C 0.43 -0.53 0.13  -0.03
4 C -0.17 -1.32 -0.76  -0.04
5 N -0.83 -0.81 -1.95  -0.84
6 C 1.14 -1.07 1.35  -0.44
7 C 1.31 -0.10 2.50  -0.60
8 H 1.94 2.48 -0.38  0.20
9 H 2.48 0.77 -0.29  0.18
10 H -0.47 1.57 -0.26  0.22
11 H 0.03 -2.39 -0.75  0.17
12 H -1.80 -0.68 -1.72  0.34
13 H -0.73 -1.53 -2.66  0.37
14 H 0.51 -1.85 1.67  0.22
15 H 2.06 -1.63 1.12  0.21
16 H 1.37 -0.63 3.44  0.21
17 H 0.39 0.49 2.58  0.21
18 H 2.14 0.60 2.36  0.21
19 O -3.12 1.22 -0.72  -0.92
20 H -2.43 1.42 -1.36  0.47
21 H -3.17 0.25 -0.75  0.46

Computed properties:
**SMILES**: C=C/C(=C\N)CC.O
**LUMO energy**: 0.8 eV

*A* is preferred energetically. Next in line: 0.0076 hartree higher.

*A*
The following is a quantum chemistry calculation of one molecule with the formula C6H13NO, from OMol25.

Each line ends with the natural charge from an NBO analysis.
Atoms and positions in Å:
1 C 2.03 -1.34 0.67  -0.42
2 N 0.67 -1.86 0.64  -0.61
3 C -0.31 -0.96 1.25  -0.28
4 C -0.31 0.45 0.68  0.28
5 O 0.22 1.43 1.51  -0.70
6 C -0.73 0.79 -0.55  -0.09
7 C -0.58 2.19 -1.09  -0.63
8 C -1.36 -0.17 -1.53  -0.63
9 H 2.15 -0.46 0.03  0.18
10 H 2.34 -1.09 1.69  0.19
11 H 2.72 -2.11 0.30  0.20
12 H 0.40 -2.01 -0.34  0.35
13 H -1.31 -1.40 1.15  0.22
14 H -0.13 -0.94 2.33  0.19
15 H 0.42 1.04 2.38  0.48
16 H 0.01 2.84 -0.44  0.23
17 H -0.07 2.16 -2.06  0.21
18 H -1.56 2.65 -1.23  0.21
19 H -0.67 -0.37 -2.35  0.21
20 H -1.64 -1.12 -1.08  0.21
21 H -2.28 0.26 -1.95  0.22

Computed properties:
**SMILES**: CNCC(O)=C(C)C
**LUMO energy**: 0.9 eV

*B*
The following is a quantum chemistry calculation of one molecule with the formula C6H13NO, from OMol25.

Each line ends with the natural charge from an NBO analysis.
Atoms and positions in Å:
1 C -0.24 2.85 -0.17  -0.41
2 N 0.96 2.05 -0.28  -0.64
3 C 1.11 0.70 -0.72  0.71
4 O 2.25 0.33 -0.89  -0.61
5 C -0.16 -0.13 -0.81  -0.51
6 C -0.10 -1.49 -0.07  -0.21
7 C 0.83 -1.52 1.17  -0.63
8 C -1.52 -1.92 0.25  -0.61
9 H -0.49 3.39 -1.08  0.18
10 H -1.06 2.21 0.17  0.20
11 H -0.16 3.59 0.65  0.20
12 H 1.79 2.57 -0.52  0.39
13 H -1.00 0.42 -0.39  0.21
14 H -0.36 -0.15 -1.89  0.24
15 H 0.35 -2.16 -0.81  0.21
16 H 0.33 -1.34 2.12  0.20
17 H 1.44 -2.43 1.14  0.22
18 H 1.65 -0.81 1.02  0.23
19 H -1.58 -2.98 0.52  0.21
20 H -1.85 -1.40 1.17  0.20
21 H -2.19 -1.80 -0.60  0.21

Computed properties:
**SMILES**: CNC(=O)CC(C)C
**LUMO energy**: 0.9 eV

*B* is preferred energetically. Next in line: 0.0257 hartree higher.

*A*
The following is a quantum chemistry calculation of a 3-piece molecular cluster, C2H13N2O2 overall, from OMol25.

Each line ends with the natural charge from an NBO analysis.
Atoms and positions in Å:
1 C -0.57 0.38 -1.70  -0.34
2 N 0.54 -0.48 -2.15  -0.90
3 C -0.19 0.97 -0.33  -0.31
4 N 0.20 -0.14 0.63  -0.94
5 H -1.43 -0.28 -1.54  0.19
6 H -0.85 1.21 -2.35  0.19
7 H 0.17 -1.22 -2.73  0.36
8 H 1.24 0.01 -2.70  0.37
9 H -1.10 1.43 0.05  0.22
10 H 0.69 1.60 -0.36  0.21
11 H 1.24 -0.16 0.78  0.44
12 H -0.51 -0.41 1.33  0.42
13 H 0.04 -0.97 0.02  0.36
14 H -3.08 -0.19 3.23  0.46
15 H -3.42 -0.84 1.90  0.44
16 O -2.68 -0.61 2.46  -1.05
17 H 3.37 -0.12 1.95  0.47
18 H 3.44 -0.22 0.38  0.47
19 O 2.91 0.05 1.12  -1.05

Computed properties:
**LUMO energy (alpha / beta)**: 0.7 / 0.7 eV
**2S+1**: 2

*B*
The following is a quantum chemistry calculation of a 3-piece molecular cluster, C2H13N2O2 overall, from OMol25.

Each line ends with the natural charge from an NBO analysis.
Atoms and positions in Å:
1 N -0.18 0.44 -0.51  -1.03
2 C 0.07 -1.02 -0.13  -0.30
3 C 1.35 -1.05 0.76  -0.26
4 N 1.50 -2.50 1.28  -0.91
5 H -0.27 0.94 0.38  0.34
6 H 0.73 0.73 -1.00  0.41
7 H -0.90 0.58 -1.20  0.35
8 H -0.93 -1.40 0.27  0.22
9 H 0.28 -1.65 -1.00  0.21
10 H 2.22 -0.77 0.20  0.18
11 H 1.23 -0.21 1.46  0.19
12 H 1.47 -3.28 0.52  0.39
13 H 2.05 -2.61 2.13  0.39
14 H -4.43 1.99 2.18  0.46
15 H -4.59 2.41 0.87  0.45
16 O -4.27 1.67 1.29  -0.93
17 H 2.27 1.96 -2.14  0.46
18 H 1.08 1.98 -3.10  0.46
19 O 1.31 1.80 -2.24  -1.08

Computed properties:
**LUMO energy (alpha / beta)**: 1.0 / 0.8 eV
**2S+1**: 2

*A* is preferred energetically. Next in line: 0.0337 hartree higher.

*A*
The following is a quantum chemistry calculation of a 2-piece molecular cluster, C7H16N overall, from OMol25.

Each line ends with the natural charge from an NBO analysis.
Atoms and positions in Å:
1 C 0.23 1.92 -2.82  -0.62
2 C 0.43 2.24 -1.35  -0.23
3 C -1.04 1.08 0.22  0.13
4 N 0.00 1.09 -0.55  -0.39
5 H 0.84 1.04 -3.05  0.22
6 H -0.83 1.71 -3.05  0.23
7 H 0.58 2.77 -3.43  0.26
8 H 1.48 2.37 -1.05  0.24
9 H -0.16 3.11 -1.03  0.22
10 H -1.30 0.23 0.81  0.25
11 H -1.58 2.03 0.31  0.22
12 H 0.50 0.21 -0.66  0.45
13 C 0.61 -1.22 1.58  -0.24
14 C -0.42 -2.03 1.17  -0.19
15 C -1.82 -2.03 1.78  -0.67
16 C 1.94 -1.30 0.73  -0.65
17 H 0.60 -0.54 2.44  0.22
18 H -0.34 -2.81 0.41  0.21
19 H -2.55 -1.86 0.97  0.22
20 H -2.01 -3.00 2.26  0.25
21 H -1.89 -1.25 2.57  0.21
22 H 1.75 -1.61 -0.30  0.21
23 H 2.65 -1.90 1.28  0.25
24 H 2.31 -0.27 0.77  0.20

Computed properties:
**LUMO energy**: -4.8 eV
**Net charge**: +1

*B*
The following is a quantum chemistry calculation of a 2-piece molecular cluster, C7H16N overall, from OMol25.

Each line ends with the natural charge from an NBO analysis.
Atoms and positions in Å:
1 C -2.26 -0.94 -1.09  -0.74
2 C -0.82 -1.15 -0.64  0.35
3 C -0.48 -0.98 0.82  -0.57
4 C 0.37 0.29 1.01  0.03
5 C -0.21 1.43 1.51  -0.32
6 C 1.70 0.29 0.32  -0.43
7 C 2.90 -0.50 0.94  -0.63
8 N -0.98 1.59 -1.47  -0.99
9 H -2.26 -0.30 -1.98  0.30
10 H -2.86 -0.43 -0.44  0.25
11 H -2.82 -1.82 -1.46  0.31
12 H -0.41 -2.09 -1.08  0.25
13 H -0.08 -1.89 1.30  0.28
14 H -1.40 -0.86 1.32  0.27
15 H 0.46 2.27 1.52  0.22
16 H -1.27 1.70 1.53  0.23
17 H 1.92 1.31 0.18  0.23
18 H 1.41 -0.12 -0.67  0.18
19 H 2.56 -1.27 1.72  0.22
20 H 3.51 0.18 1.59  0.24
21 H 3.59 -1.00 0.22  0.24
22 H -0.89 0.58 -1.11  0.32
23 H -1.62 1.87 -2.21  0.39
24 H -0.05 1.84 -1.83  0.38

Computed properties:
**LUMO energy**: -7.7 eV
**Net charge**: +1

*A* is preferred energetically. Next in line: 0.1457 hartree higher.